1.
44
Properties=species:S:1:pos:R:3:mulliken_charge:R:1 method="wB97M-V/def2-TZVPD" charge=+1 de_lowest_kj_mol=80.5 homo_ev=-10.89 multiplicity=1 e_tot_ev=-42185.1209 gap_ev=5.80
Au 0.247 0.247 -0.136 0.736
C -2.080 2.294 1.643 -0.771
C -2.838 1.897 0.464 0.980
C -3.937 2.711 -0.089 -1.405
O -2.562 0.776 -0.090 -0.202
C -0.553 3.713 -1.666 0.779
O -1.086 4.686 -1.335 -0.395
O -0.050 2.712 -1.971 -0.351
H -2.744 2.080 2.498 0.388
H -1.961 3.378 1.651 0.384
H -1.137 1.754 1.800 0.104
H -4.864 2.369 0.390 0.416
H -4.052 2.564 -1.163 0.484
H -3.810 3.759 0.167 0.346
H -3.153 0.529 -0.825 0.317
O 1.241 0.453 3.806 -0.620
C 1.327 0.304 2.610 0.426
O 0.669 1.068 1.757 -0.842
C 2.326 -0.807 2.149 -0.938
P 2.398 -1.880 0.619 -0.170
C 2.387 -0.619 -0.741 0.506
C 3.294 0.457 -0.655 -0.323
C 3.513 1.284 -1.735 -0.711
C 2.825 1.091 -2.936 -0.615
C 1.913 0.065 -3.041 -0.690
C 1.689 -0.795 -1.956 -0.152
C 0.697 -2.576 0.530 0.591
C 0.453 -3.530 -0.463 -0.379
C -0.780 -4.150 -0.575 -0.701
C -1.786 -3.860 0.337 -0.554
C -1.545 -2.955 1.358 -0.768
C -0.315 -2.314 1.456 -0.121
H 2.314 -1.544 2.957 0.492
H 3.330 -0.383 2.243 0.651
H 3.829 0.639 0.268 0.294
H 4.228 2.091 -1.649 0.432
H 3.017 1.740 -3.780 0.439
H 1.382 -0.107 -3.968 0.440
H 1.060 -1.666 -2.103 0.359
H 1.249 -3.815 -1.143 0.513
H -0.943 -4.883 -1.354 0.411
H -2.739 -4.371 0.277 0.432
H -2.302 -2.766 2.110 0.462
H -0.152 -1.641 2.287 0.328

2.
47
Properties=species:S:1:pos:R:3:mulliken_charge:R:1 method="wB97M-V/def2-TZVPD" charge=-2 de_lowest_kj_mol=40.6 homo_ev=-1.09 multiplicity=1 e_tot_ev=-59874.0354 gap_ev=5.28
Pt -0.376 2.726 0.694 0.669
S 1.069 3.529 2.246 -0.461
C 0.428 2.965 3.780 0.362
C 1.100 3.287 4.964 -0.640
C 0.648 2.848 6.197 -0.480
C -0.506 2.069 6.268 -0.485
C -1.184 1.749 5.104 -0.589
C -0.738 2.186 3.853 0.464
S -1.648 1.792 2.409 -0.645
H 1.998 3.891 4.896 0.349
H 1.191 3.110 7.098 0.307
H -0.874 1.716 7.225 0.313
H -2.086 1.148 5.147 0.331
Te 0.961 4.005 -1.177 -0.124
C 1.286 2.510 -2.635 -0.342
C 1.545 2.878 -3.956 -0.379
C 1.785 1.915 -4.928 -0.427
C 1.751 0.565 -4.603 -0.516
C 1.479 0.184 -3.295 -0.084
C 1.261 1.153 -2.323 -0.166
H 1.548 3.928 -4.229 0.298
H 1.983 2.224 -5.950 0.313
H 1.919 -0.188 -5.365 0.367
H 1.409 -0.863 -3.018 0.250
H 1.055 0.836 -1.308 0.292
B -3.366 0.399 -2.201 0.066
C -2.344 1.249 -1.333 0.069
N -1.629 1.865 -0.671 -0.494
H -3.282 0.752 -3.361 -0.160
H -4.480 0.612 -1.753 -0.157
H -3.066 -0.775 -2.075 -0.162
C 0.532 -5.661 -1.592 -1.095
N 0.331 -4.400 -0.907 0.093
C -0.344 -4.368 0.271 -0.253
C -0.563 -3.215 0.921 -0.810
C -0.083 -2.009 0.283 0.715
N 0.608 -2.035 -0.839 -0.285
C 0.885 -3.207 -1.460 0.477
O 1.563 -3.310 -2.474 -0.752
N -0.349 -0.846 0.886 -0.099
H 1.187 -6.322 -1.018 0.307
H 1.001 -5.442 -2.545 0.330
H -0.426 -6.159 -1.756 0.355
H -0.699 -5.323 0.641 0.390
H -1.113 -3.181 1.849 0.368
H -1.014 -0.830 1.646 0.263
H -0.355 0.040 0.396 -0.142